22
Properties=species:S:1:pos:R:3 method="wB97M-V/def2-TZVPD" relative_energy_kj_mol=48.8 largest_force_ha_per_bohr=0.0253 gap_ev=9.77 homo_ev=-8.88 smiles=CCNCc1cn(C)nn1 mol_weight_g_mol=140.19
C 1.63280 -2.53213 2.40190
C 1.50805 -2.25052 0.91176
N 0.73256 -1.04514 0.69139
H 1.16004 -0.26966 1.19204
C 0.62682 -0.68580 -0.71407
C -0.05465 0.63062 -0.84192
C -1.36719 0.92896 -1.14418
N -1.43049 2.27818 -1.08218
N -0.24044 2.76867 -0.76140
N 0.58193 1.80087 -0.61560
C -2.55700 3.13218 -1.31215
H -2.22864 4.15807 -1.15725
H -2.92299 3.01671 -2.33397
H -3.36326 2.89712 -0.61531
H -2.20910 0.31638 -1.38661
H 0.03732 -1.45850 -1.21904
H 1.61518 -0.62421 -1.20480
H 2.51521 -2.18775 0.45923
H 0.97706 -3.07412 0.42206
H 2.14996 -3.47407 2.56561
H 0.64506 -2.58734 2.85126
H 2.19177 -1.73851 2.89322